Computed, not measured: the ion C3H5N2 with charge +1, with ωB97M-V with the def2-TZVPD basis set.

Positions of all 10 atoms, in Å:
C: -1.1524 -0.3034 0.0041
C: -0.5791 0.7937 0.6954
N: 0.7896 0.7239 0.4670
C: 1.0568 -0.2743 -0.3958
N: -0.1615 -0.8112 -0.8213
H: -2.1215 -0.8126 0.0401
H: -1.0264 1.4720 1.4006
H: 1.5553 1.1910 0.9656
H: 1.9763 -0.5080 -0.7551
H: -0.3372 -1.4711 -1.6006

Atoms 1-2, force components in eV/Å:
C 0.88 1.93 0.03
C -0.65 -2.62 -0.38

Properties
Orbital gap, eV: 10.753
Structure (SMILES): c1c[nH+]c[nH]1
Molecular weight, g mol⁻¹: 69.09
Charge: +1
Relative energy (zero: lowest compared OMol25 entry of this formula, charge and spin), eV: 0.641

Mulliken atomic charge list, values in e, 4 entries:
1 C -0.1674
2 C -0.3007
3 N -0.0134
4 C -0.2076

=====

Computed, not measured: the ion C3H5N2 with charge +1, with ωB97M-V with the def2-TZVPD basis set.

Positions of all 10 atoms, in Å:
C: -1.2025 0.2805 -1.3041
C: -0.3126 -0.5515 -0.9026
C: 0.5304 -0.5733 0.3652
N: -0.2864 1.6426 0.8085
N: 0.4200 0.7547 1.0563
H: -0.0886 -1.3700 -1.4700
H: -1.8875 1.0108 -1.5262
H: 0.2096 -1.2188 1.0786
H: 1.4761 -0.8469 0.0324
H: 1.1414 0.8718 1.8620

Atoms 1-2, force components in eV/Å:
C 2.89 -0.66 3.07
C -1.44 2.16 1.28

Properties
Orbital gap (alpha / beta), eV: 7.025 / 8.611
Molecular weight, g mol⁻¹: 69.09
Charge: +1
Relative energy (zero: lowest compared OMol25 entry of this formula, charge and spin), eV: 6.881

Mulliken atomic charge list, values in e, 4 entries:
1 C -0.2190
2 C -0.2617
3 C -0.2826
4 N -0.5143